C6H11FN2 | ωB97M-V/def2-TZVPD

CARTESIAN COORDINATES (ANGSTROEM)
C: -2.0185 -0.0937 0.7299
C: -0.8968 0.5174 -0.1072
C: 0.4496 0.3952 0.5690
C: 0.8990 -0.9911 0.9612
F: 0.5167 1.2378 1.6520
C: 1.7001 1.1183 -0.6089
N: 1.5400 0.4306 -1.8580
C: 2.9708 0.9656 0.0265
N: 4.0068 0.7860 0.4793
H: -1.9326 -1.1752 0.7759
H: -2.9797 0.1541 0.2882
H: -1.9897 0.3054 1.7417
H: -1.1055 1.5789 -0.2537
H: -0.8323 0.0387 -1.0855
H: 0.3119 -1.3386 1.8096
H: 1.9442 -0.9824 1.2605
H: 0.7654 -1.6731 0.1264
H: 1.4036 2.1628 -0.6782
H: 2.0522 -0.4426 -1.8670
H: 1.8330 0.9922 -2.6465

Summary:
HOMO-LUMO gap ... 0.3828 hartree
ΔE to the lowest compared entry with this formula, charge and spin ... 0.0 kcal per mole
Electronic energy ... -12097.3898 eV
M ... 130.17 g mol⁻¹
SMILES ... CC[C@](C)(F)[C@H](N)C#N
Maximum force ... 3.96 eV/Å

C6H11FNO2 | ωB97M-V/def2-TZVPD

CARTESIAN COORDINATES (ANGSTROEM)
C: -0.8352 2.1830 1.0017
C: 0.2722 1.9809 -0.1281
C: -0.2571 1.3106 -1.4792
C: -0.0863 -0.3008 -1.4436
O: -1.0988 -0.9559 -0.6427
N: -0.6396 -1.0744 0.6612
C: -0.2207 -2.4588 0.9619
C: 1.3731 -2.6764 0.7563
O: 1.8421 -3.3003 -0.2130
F: 2.2699 -2.1020 1.7140
H: -1.5334 3.0674 0.8319
H: -1.4822 1.2731 1.2054
H: -0.2690 2.4079 1.9797
H: 1.1689 1.4248 0.2971
H: 0.6385 3.0375 -0.4167
H: 0.4613 1.6595 -2.3130
H: -1.2942 1.6410 -1.8043
H: -0.0320 -0.7370 -2.4959
H: 0.9388 -0.5023 -0.9582
H: -0.8073 -3.2586 0.3966
H: -0.4091 -2.6194 2.0889

Summary:
HOMO-LUMO gap ... 0.2262 hartree
ΔE to the lowest compared entry with this formula, charge and spin ... 28.3 kcal per mole
Electronic energy ... -14699.9314 eV
M ... 148.16 g mol⁻¹
Net charge ... -1
SMILES ... CCCCO[N-]CC(=O)F
Maximum force ... 4.28 eV/Å

C6H11FO | ωB97M-V/def2-TZVPD

CARTESIAN COORDINATES (ANGSTROEM)
C: 1.1052 1.5739 -0.8445
C: 1.1224 0.4428 -0.0433
C: 1.8660 -0.6239 -0.4138
F: 1.4445 -1.9305 0.2263
C: 0.1446 0.4101 1.1404
C: -1.3427 0.2410 0.5640
C: -1.5974 -1.1760 -0.0832
O: -1.1348 -1.9396 1.0151
H: 1.5137 1.3844 -1.9014
H: 1.6294 2.5010 -0.3787
H: 0.1748 1.7482 -1.4861
H: 2.3884 -0.5418 -1.3375
H: 0.4133 -0.3688 1.8235
H: 0.1455 1.3777 1.5957
H: -1.3659 1.1621 -0.1416
H: -2.3500 0.2673 1.1239
H: -2.6517 -1.1500 -0.2214
H: -1.2136 -1.1775 -1.2383
H: -0.2915 -2.2004 0.6008

Summary:
HOMO-LUMO gap ... 0.3855 hartree
ΔE to the lowest compared entry with this formula, charge and spin ... 91.9 kcal per mole
Electronic energy ... -11161.2547 eV
M ... 118.15 g mol⁻¹
SMILES ... C/C(=C/F)CCCO
Maximum force ... 6.74 eV/Å

C6H11IN | ωB97M-V/def2-TZVPD

CARTESIAN COORDINATES (ANGSTROEM)
C: 0.6353 1.8215 -0.5727
N: 0.6982 0.4523 -0.8629
C: 1.7469 -0.4374 -0.2694
C: 0.1659 -0.5386 0.1993
C: -0.1051 0.0844 1.5190
C: -0.8836 -1.5339 -0.2577
C: -2.2318 -1.4815 -0.3495
I: -3.3265 0.1774 0.3130
H: 0.5852 1.9467 0.5036
H: 1.5103 2.3527 -0.9959
H: -0.3253 2.2690 -0.9199
H: 0.3563 0.0273 -1.7895
H: 2.4284 0.0186 0.4537
H: 2.3172 -1.0641 -0.9107
H: -0.5296 1.0017 1.5417
H: 0.8596 0.1701 2.0204
H: -0.7202 -0.6052 1.9985
H: -0.3925 -2.3917 -0.6943
H: -2.7889 -2.2694 -0.9267

Summary:
HOMO-LUMO gap ... 0.3566 hartree
ΔE to the lowest compared entry with this formula, charge and spin ... 49.4 kcal per mole
Electronic energy ... -15981.6480 eV
M ... 224.06 g mol⁻¹
Net charge ... +1
SMILES ... C[N@H+]1C[C@]1(C)/C=C\I
Maximum force ... 4.26 eV/Å

C6H11LuO4 | ωB97M-V/def2-TZVPD

CARTESIAN COORDINATES (ANGSTROEM)
O: -1.4518 0.3971 -0.3927
C: -1.7211 -1.0037 -0.4524
C: -0.4656 -1.6658 0.0647
O: 0.6828 -1.0481 -0.4972
C: 1.9058 -1.2320 0.2277
C: 2.8726 -0.0728 0.0303
O: 2.2132 1.1373 -0.1564
Lu: 0.5720 1.0762 -1.0815
H: -1.9520 -1.2699 -1.4921
H: -2.5775 -1.2772 0.1769
H: -0.4804 -2.7447 -0.1428
H: -0.4251 -1.4760 1.1499
H: 2.3437 -2.1864 -0.0976
H: 1.6339 -1.2228 1.2962
H: 3.5546 -0.3203 -0.8069
H: 3.5076 -0.0210 0.9344
C: -0.3666 2.7055 0.0123
O: -1.5979 2.5530 0.3668
C: -2.3256 1.3446 0.1039
H: -0.0630 3.7176 0.3250
H: -2.7555 1.0656 1.0735
H: -3.1042 1.5439 -0.6422

Summary:
HOMO-LUMO gap ... 0.3131 hartree
ΔE to the lowest compared entry with this formula, charge and spin ... 0.2 kcal per mole
Electronic energy ... -48192.0215 eV
M ... 322.12 g mol⁻¹
Net charge ... +2
Maximum force ... 3.74 eV/Å

- The highest electronic energy belongs to which entry?
  C6H11FO